# 1
{"formula": "C36H68BN3O10P2S", "method": "the ωB97M-V functional and the def2-TZVPD basis", "elements": ["S", "P", "P", "O", "O", "O", "O", "O", "O", "O", "O", "O", "O", "N", "N", "N", "C", "C", "C", "C", "C", "C", "C", "C", "C", "C", "C", "C", "C", "C", "C", "C", "C", "C", "C", "C", "C", "C", "C", "C", "C", "C", "C", "C", "C", "C", "C", "C", "C", "C", "C", "C", "B", "H", "H", "H", "H", "H", "H", "H", "H", "H", "H", "H", "H", "H", "H", "H", "H", "H", "H", "H", "H", "H", "H", "H", "H", "H", "H", "H", "H", "H", "H", "H", "H", "H", "H", "H", "H", "H", "H", "H", "H", "H", "H", "H", "H", "H", "H", "H", "H", "H", "H", "H", "H", "H", "H", "H", "H", "H", "H", "H", "H", "H", "H", "H", "H", "H", "H", "H", "H"], "positions_angstrom": [[-0.999, 4.561, -2.921], [-0.523, 4.590, -0.994], [-0.959, 1.342, -1.322], [3.536, -6.032, -1.798], [-1.793, 5.649, 3.661], [1.081, 3.883, -0.704], [-3.470, -0.872, 0.158], [3.155, -8.359, -5.232], [-0.303, 6.318, -0.644], [4.749, 0.781, 3.241], [-4.720, 3.014, -2.320], [-0.022, -2.875, -3.079], [-5.305, 0.121, -1.265], [-1.610, 1.308, 1.250], [-4.496, 2.458, 1.117], [-3.151, 4.202, -0.607], [-2.056, 2.119, 0.033], [-3.715, 1.902, -0.044], [-0.087, -0.255, -0.744], [3.214, 6.456, 5.339], [-2.988, 6.530, 1.645], [3.011, -8.667, -3.838], [-3.972, 3.067, -1.215], [0.363, 6.357, 4.978], [1.780, -9.537, -3.706], [2.265, -9.199, -5.979], [1.763, -10.262, -5.027], [0.046, -3.223, -4.469], [-1.704, 4.077, 1.713], [-1.890, 3.783, 0.115], [3.140, 5.473, 6.689], [-6.344, 4.356, 0.846], [-6.304, -2.240, -0.689], [3.802, -5.787, -0.410], [4.682, -5.630, -2.560], [0.818, -4.522, -4.558], [5.579, -4.849, -1.625], [0.311, 5.362, 6.293], [4.714, 2.857, 4.378], [-1.051, 6.788, 4.223], [-5.940, 2.733, 0.838], [0.476, -5.183, -3.248], [5.281, -5.488, -0.294], [4.374, 1.803, 2.307], [1.667, 4.910, 7.141], [-1.815, 1.169, -3.009], [4.790, 1.356, 4.554], [0.410, -4.001, -2.305], [1.857, 6.908, 4.483], [3.895, 2.986, 3.120], [-1.708, 5.648, 2.162], [-6.282, -0.622, -0.429], [-4.116, 0.344, -0.369], [4.285, 6.832, 5.047], [-1.739, 7.232, 5.092], [0.624, -0.745, -1.534], [3.198, -4.927, -0.101], [1.399, -3.766, -1.896], [5.521, -4.854, 0.563], [-4.446, 1.750, 1.882], [-0.629, 3.649, 2.007], [0.551, -5.118, -5.434], [-0.910, -1.036, -0.432], [-2.481, 0.188, -3.005], [-7.396, -0.231, -0.589], [-6.097, 4.773, -0.218], [-0.281, -4.165, -1.474], [-7.499, 4.478, 1.122], [5.273, -3.796, -1.607], [0.886, -8.908, -3.617], [-0.979, -3.344, -4.834], [5.178, -6.537, -2.921], [4.362, -5.040, -3.424], [4.130, 5.218, 7.267], [-5.408, -2.513, -1.407], [-6.561, 2.278, 1.752], [-5.750, 4.850, 1.725], [-2.282, 1.375, 2.041], [2.791, -9.621, -6.840], [4.028, 3.940, 2.604], [5.261, 2.059, 1.718], [-0.992, 1.016, -3.852], [1.252, 3.364, -1.564], [6.634, -4.894, -1.908], [-6.050, -0.455, 0.724], [2.831, 2.869, 3.357], [1.955, 7.613, 3.553], [-0.866, 7.675, 3.481], [-3.391, 7.155, 2.579], [-0.721, 4.917, 6.692], [3.501, -6.656, 0.182], [5.718, 3.265, 4.210], [0.501, 0.026, 0.256], [1.894, -4.315, -4.599], [5.702, 1.039, 5.067], [1.443, -8.573, -6.344], [-2.451, 2.094, -3.342], [3.926, 0.978, 5.111], [0.779, -10.651, -5.302], [3.605, 1.419, 1.631], [-6.398, 2.262, -0.124], [2.934, -7.740, -3.262], [3.912, -9.202, -3.520], [-3.350, -1.566, -0.555], [-3.903, 5.910, 1.260], [1.629, 4.200, 8.089], [1.200, -5.939, -2.935], [2.468, -11.101, -4.998], [-2.632, 7.358, 0.866], [1.818, -10.201, -2.839], [-3.165, 5.121, -1.097], [-0.626, 1.516, 1.522], [-7.340, -2.635, -1.119], [-1.131, 6.757, -0.997], [-0.651, 6.153, 1.934], [0.523, -2.413, -5.029], [-6.176, -2.791, 0.362], [5.845, -6.424, -0.197], [4.277, 3.366, 5.241], [-2.462, 3.515, 2.417], [-0.509, -5.659, -3.319]], "atomic_forces_ev_per_a": [[0.25, -0.02, 1.38], [2.60, 0.58, -1.83], [1.57, 1.20, -1.28], [0.25, 0.18, 0.19], [1.52, 1.36, -1.13], [-2.95, 1.17, -1.33], [-0.57, 2.05, -1.95], [-0.25, -0.27, 0.04], [-1.35, -2.76, 0.12], [-0.06, 0.30, 0.09], [4.67, 1.04, 6.96], [0.06, -0.21, -0.11], [1.03, -0.37, 3.31], [-0.18, 1.30, -0.64], [0.03, -1.41, 0.12], [-1.32, -1.52, -1.37], [-1.08, -1.33, 1.93], [1.12, 1.43, -2.11], [-1.00, -1.32, 1.41], [-3.34, -1.32, 1.49], [0.12, 1.12, 0.47], [0.36, 0.30, 0.13], [-1.45, -0.01, -2.59], [3.34, -1.23, 1.80], [-0.38, 0.18, 0.44], [0.06, 0.35, -0.29], [0.03, -0.62, -0.23], [-0.30, 0.31, -0.11], [0.76, 0.90, 0.78], [-1.17, -1.02, 1.02], [-4.04, 1.30, -2.70], [0.08, -1.08, 0.31], [0.05, -0.27, 0.53], [-0.45, 0.05, 0.11], [-0.05, -0.26, -0.38], [0.46, 0.02, -0.41], [0.17, 0.58, -0.23], [3.12, 0.89, -0.69], [0.44, 0.30, 0.37], [0.11, 0.43, 1.99], [-2.65, 0.63, 1.13], [-0.27, -0.61, 0.23], [0.31, -0.34, 0.47], [0.21, -0.24, -0.28], [0.95, 2.62, -3.16], [-0.81, -1.53, -1.09], [-0.08, -0.39, 0.10], [0.16, 0.23, 0.31], [-0.20, -2.72, 3.68], [-0.57, 0.25, -0.19], [0.27, 0.13, 0.44], [-1.25, -0.81, 0.87], [-1.11, -2.12, -1.81], [-2.44, -0.69, 0.43], [1.48, -0.99, -1.86], [-1.46, 1.30, 1.32], [0.02, -0.02, 0.11], [0.02, -0.12, 0.07], [-0.06, -0.09, -0.09], [-0.19, 0.84, -0.79], [-2.28, 1.01, -0.72], [0.04, 0.09, 0.09], [1.81, 1.24, -0.53], [1.12, 2.05, -0.31], [2.63, -0.43, 0.04], [-0.51, -0.40, 2.24], [0.02, 0.13, -0.06], [2.52, -0.35, -0.91], [0.07, -0.10, -0.03], [0.08, -0.05, 0.05], [0.02, 0.00, -0.11], [0.05, 0.06, -0.09], [-0.07, -0.13, 0.07], [-2.29, 0.52, -1.27], [-1.97, 0.39, 1.45], [1.35, 0.85, -1.96], [-0.98, -0.74, -1.90], [1.14, 0.25, -0.79], [0.02, 0.13, 0.07], [-0.05, -0.13, 0.04], [-0.05, 0.05, -0.08], [-1.54, 0.32, 2.01], [-0.65, 0.98, 1.71], [-0.14, 0.00, 0.00], [-0.46, -0.27, -2.32], [0.09, 0.08, -0.04], [-0.21, -1.56, 2.04], [-0.22, -1.89, 1.16], [0.97, -1.41, -1.99], [2.48, 1.21, -1.15], [-0.06, 0.04, -0.14], [-0.08, -0.03, 0.06], [-1.18, -0.62, -2.44], [-0.10, -0.05, -0.05], [-0.07, -0.08, -0.11], [-0.05, -0.08, -0.08], [1.25, -1.80, 1.04], [0.03, 0.04, 0.10], [0.12, 0.04, -0.01], [0.11, -0.07, 0.07], [1.22, 0.69, 1.58], [0.08, -0.13, -0.14], [0.00, -0.03, 0.11], [-0.67, 1.20, 1.21], [2.05, 1.06, 0.55], [-0.19, 1.70, -2.30], [-0.05, 0.15, 0.02], [-0.10, 0.06, -0.04], [-0.90, -1.94, 1.41], [0.01, 0.10, -0.08], [0.01, -1.31, 0.32], [-1.34, -0.13, -0.05], [2.36, 1.04, 0.67], [1.35, -0.79, 0.33], [-2.52, -1.09, -0.02], [-0.09, 0.01, 0.13], [-0.06, 1.14, -2.39], [-0.06, 0.10, 0.04], [0.03, -0.08, -0.13], [1.27, 1.24, -1.86], [0.07, 0.04, 0.03]], "e_lumo_ev": 0.07, "multiplicity": 1, "smiles": "CCN[C@@]1(B(O)OCC)C(=O)N[C@](C[C@@H](C)OCc2ccccc2)(P(O)(O)=S)[C@]1(N)P(C)C.C1CCOC1.C1CCOC1.C1CCOC1.C1CCOC1", "orbital_gap_ev": 7.428}


# 2
{"formula": "C3H4NP", "method": "the ωB97M-V functional and the def2-TZVPD basis", "elements": ["P", "N", "C", "C", "C", "H", "H", "H", "H"], "positions_angstrom": [[-1.451, 0.776, -0.368], [0.050, 1.577, -0.062], [1.022, 0.797, -0.171], [0.650, -0.624, -0.162], [-0.658, -0.816, -0.217], [-1.293, -1.675, -0.203], [1.544, -1.770, 0.420], [-1.982, 0.625, 0.854], [2.118, 1.110, -0.091]], "atomic_forces_ev_per_a": [[1.14, 0.40, -1.83], [-1.42, 2.30, -0.29], [2.47, -1.45, 0.98], [3.01, -4.13, 2.18], [-0.78, -0.07, -0.57], [0.35, -0.77, 0.18], [-2.49, 3.63, -2.28], [-0.66, 0.30, 1.88], [-1.63, -0.21, -0.27]], "e_lumo_ev": 0.55, "relative_energy_kcal_mol": 47.6, "multiplicity": 1, "orbital_gap_ev": 10.064}


# 3
{"formula": "C26H74O11", "method": "the ωB97M-V functional and the def2-TZVPD basis", "elements": ["O", "O", "O", "O", "O", "O", "O", "O", "O", "O", "O", "C", "C", "C", "C", "C", "C", "C", "C", "C", "C", "C", "C", "C", "C", "C", "C", "C", "C", "C", "C", "C", "C", "C", "C", "C", "C", "H", "H", "H", "H", "H", "H", "H", "H", "H", "H", "H", "H", "H", "H", "H", "H", "H", "H", "H", "H", "H", "H", "H", "H", "H", "H", "H", "H", "H", "H", "H", "H", "H", "H", "H", "H", "H", "H", "H", "H", "H", "H", "H", "H", "H", "H", "H", "H", "H", "H", "H", "H", "H", "H", "H", "H", "H", "H", "H", "H", "H", "H", "H", "H", "H", "H", "H", "H", "H", "H", "H", "H", "H", "H"], "positions_angstrom": [[4.755, -2.458, -2.807], [-1.776, -3.193, 1.056], [3.632, 2.866, 1.311], [-3.025, 2.798, -1.930], [0.990, -4.602, 2.871], [-2.632, -1.813, -3.821], [-1.169, 4.563, 2.322], [-6.434, 0.091, 2.158], [-3.002, -1.858, -1.131], [2.164, 1.611, 6.519], [-1.487, 0.630, -0.855], [2.786, -1.488, -3.581], [-0.612, -0.061, 1.308], [-3.351, 4.245, -3.829], [2.572, -3.127, 1.782], [5.043, -1.037, -4.747], [2.432, 1.751, 4.141], [3.013, -5.591, 1.936], [1.937, -4.518, 1.776], [0.181, 1.823, 5.176], [0.561, -0.531, -0.962], [-1.350, -2.455, -4.036], [3.457, 2.042, 0.163], [-1.908, 2.174, -3.972], [-1.562, -3.926, -3.580], [4.801, 1.553, -0.268], [-5.261, 0.871, 2.127], [-4.314, 0.286, 1.145], [4.291, -1.295, -3.412], [-2.096, -3.281, 3.452], [-0.285, 0.413, -0.102], [-2.667, -3.659, 2.102], [-1.755, 4.135, 1.085], [2.816, 2.842, -0.947], [-2.171, 5.412, 0.322], [-2.404, 3.310, -3.075], [1.648, 2.230, 5.357], [2.423, 0.669, 3.996], [1.729, 3.303, 5.528], [5.429, 2.430, -0.430], [4.422, -0.430, -2.754], [3.475, 2.061, 4.240], [-2.971, 5.950, 0.830], [2.731, -6.629, 1.770], [-0.578, -1.989, -3.423], [-2.541, 5.127, -0.665], [2.075, 2.199, 3.212], [2.095, 0.658, 6.409], [2.345, -0.518, -3.829], [-2.982, -1.791, -2.102], [-1.572, 2.450, -4.973], [1.521, -0.745, -0.481], [0.168, 1.406, -0.112], [-0.423, 2.190, 6.008], [-2.812, -3.479, 4.255], [1.829, -2.377, 2.063], [1.925, 3.348, -0.575], [-0.998, 3.592, 0.518], [-1.527, 3.884, -2.753], [2.275, -1.770, -2.662], [0.096, -1.510, -1.094], [3.542, -5.512, 2.885], [1.280, -4.607, 0.908], [-1.321, 6.085, 0.216], [-3.843, -2.281, -0.934], [-3.979, -0.729, 1.357], [-2.286, -2.666, 0.429], [2.480, 2.189, -1.757], [3.510, 3.512, -1.454], [4.778, 0.985, -1.197], [0.088, 0.735, 5.225], [-1.592, -0.531, 1.371], [2.511, -2.197, -4.362], [2.919, -2.780, 0.805], [-4.268, 3.781, -4.196], [5.694, -2.552, -2.994], [-0.703, 0.795, 1.980], [-5.456, 1.943, 2.048], [-1.153, 1.572, -3.464], [0.424, -3.855, 2.647], [4.836, -1.829, -5.469], [0.109, -0.767, 1.721], [-4.799, 0.750, 3.115], [3.422, -2.997, 2.453], [-3.663, -3.251, 1.923], [-4.675, 0.330, 0.116], [-2.288, -4.346, -4.276], [-2.848, -1.402, -4.661], [-3.400, 0.884, 1.133], [2.790, 1.277, 0.573], [-6.800, 0.159, 3.043], [3.752, -5.323, 1.176], [-1.092, -2.338, -5.088], [-1.963, -0.210, -0.805], [-2.726, -4.743, 1.996], [-0.214, 4.507, 2.258], [-1.895, -2.213, 3.543], [5.269, 0.961, 0.522], [-2.418, 2.089, -1.675], [-1.237, -3.863, 3.784], [-0.625, -4.472, -3.702], [0.845, -0.156, -1.945], [4.328, 2.461, 1.838], [4.647, -0.140, -5.226], [-3.674, 5.111, -3.250], [-2.826, 4.620, -4.710], [6.119, -0.941, -4.602], [-2.656, 3.542, 1.233], [-2.718, 1.483, -4.226], [-0.238, 2.149, 4.224], [-1.939, -4.005, -2.563]], "atomic_forces_ev_per_a": [[0.65, -0.90, 0.54], [-0.28, -0.19, 0.54], [0.18, 0.94, 0.08], [-0.04, -0.33, 0.08], [0.53, 0.26, -0.29], [0.59, 0.21, -0.49], [-0.36, -0.56, 0.44], [-0.81, -0.13, -0.18], [-0.14, -0.03, 0.17], [0.27, 0.22, 0.61], [-0.27, 0.06, 0.30], [-0.23, 0.84, -0.27], [-0.05, 0.31, 0.35], [0.15, 0.18, -0.18], [-0.02, 0.69, -0.31], [-1.09, 0.07, 0.27], [0.53, 0.86, -0.29], [0.21, 0.53, -0.83], [-0.21, -0.05, 1.08], [-0.08, 0.12, 0.45], [0.92, -0.40, 0.80], [-0.77, -1.03, 1.15], [-0.26, 0.19, 0.46], [-0.43, -0.60, -0.41], [0.52, 0.75, -1.38], [0.58, -0.33, -0.06], [0.43, -0.59, 1.69], [0.98, 0.67, -1.19], [-0.49, 0.26, -1.06], [-0.67, 0.06, 0.92], [-0.11, -0.08, -1.40], [0.93, 0.04, -0.65], [0.23, 1.82, -0.40], [-0.60, -0.34, -0.27], [0.06, -0.69, -0.28], [-0.11, 0.50, -1.08], [-0.71, -1.35, -0.71], [-0.23, -0.09, 0.31], [0.14, 0.00, -0.16], [0.04, 0.01, -0.06], [0.21, 0.05, 0.05], [0.07, -0.09, 0.03], [0.05, -0.10, 0.19], [-0.37, 0.13, 0.05], [-0.08, 0.26, -0.03], [0.01, 0.08, -0.05], [-0.11, 0.05, 0.05], [-0.02, -0.04, -0.02], [-0.03, 0.00, -0.28], [0.06, 0.06, -0.21], [0.44, 0.54, 0.27], [0.03, 0.01, 0.21], [0.29, -0.09, 0.32], [-0.06, 0.20, -0.13], [-0.31, -0.08, -0.16], [-0.10, -0.06, 0.13], [0.14, 0.31, -0.08], [-0.27, -0.28, -0.17], [0.09, 0.23, -0.15], [0.41, -0.27, 0.14], [-0.30, 0.05, 0.07], [-0.32, 0.12, 0.17], [0.66, -0.34, -0.53], [0.03, -0.02, -0.04], [-0.15, 0.13, 0.00], [-0.42, -0.09, 0.28], [0.29, -0.08, -0.17], [-0.08, -0.30, 0.17], [0.03, 0.34, 0.48], [-0.04, -0.14, 0.11], [0.18, -0.11, -0.17], [0.11, -0.25, -0.34], [0.22, -0.08, -0.02], [0.03, -0.41, -0.20], [0.11, -0.42, 0.17], [0.03, -0.05, 0.13], [0.23, 0.05, 0.04], [-0.07, -0.03, -0.62], [0.15, 0.09, -0.05], [-0.47, -0.15, 0.44], [0.13, -0.27, 0.20], [0.12, 0.08, -0.08], [0.23, 0.24, 0.06], [-0.10, -0.35, 0.23], [-0.06, 0.10, 0.27], [-0.20, -0.10, 0.04], [-0.07, -0.24, 0.18], [-0.38, 0.29, 0.26], [0.00, 0.10, 0.00], [-0.05, -0.56, -0.90], [-0.19, -0.03, -0.08], [0.16, -0.32, -0.07], [0.18, -0.34, 0.02], [-0.44, 0.03, -0.20], [-0.12, -0.06, 0.16], [0.00, -0.02, -0.08], [0.21, 0.01, -0.29], [0.05, -0.20, -0.12], [-0.29, -0.33, 0.78], [0.21, 0.06, -0.50], [-0.04, -0.13, 0.23], [-0.49, 0.40, 0.02], [-0.03, 0.10, 0.17], [0.22, 0.22, 0.15], [0.20, -0.07, 0.23], [0.02, 0.10, 0.01], [-0.01, 0.06, 0.05], [0.27, -0.31, 0.36], [-0.30, 0.03, 0.44], [-0.03, 0.17, 0.06], [0.15, 0.18, 0.03]], "e_lumo_ev": 0.32, "relative_energy_kcal_mol": 21.9, "multiplicity": 1, "smiles": "CC(C)O.CC(C)O.CC(C)O.CC(C)O.CC(C)O.CC(C)O.CCO.CCO.CCO.CCO.O", "orbital_gap_ev": 10.063}


# 4
{"formula": "C5H10O", "method": "the ωB97M-V functional and the def2-TZVPD basis", "elements": ["O", "C", "C", "C", "C", "C", "H", "H", "H", "H", "H", "H", "H", "H", "H", "H"], "positions_angstrom": [[0.775, 0.565, 0.704], [-0.317, -1.387, -1.043], [-0.351, 1.028, 0.244], [-0.332, 2.508, 0.012], [1.130, -0.752, 0.520], [0.001, -1.747, 0.420], [0.935, -0.678, -0.834], [-1.111, 2.817, -0.689], [2.040, -0.953, 1.084], [-0.821, -1.598, 1.132], [-0.476, 3.079, 0.942], [0.157, -2.099, -1.727], [0.643, 2.797, -0.395], [0.376, -2.768, 0.561], [-1.276, 0.479, 0.400], [-1.373, -1.292, -1.333]], "atomic_forces_ev_per_a": [[0.23, 0.06, 0.09], [-0.18, -0.37, -0.07], [-0.31, 0.18, -0.03], [-0.02, -0.03, -0.05], [0.00, -0.26, 0.13], [0.02, 0.05, 0.10], [0.00, 0.02, -0.13], [0.06, -0.12, 0.09], [-0.04, 0.01, -0.09], [0.10, 0.04, -0.06], [-0.04, -0.17, -0.10], [-0.06, 0.06, 0.14], [-0.19, -0.05, 0.03], [-0.11, 0.15, -0.02], [0.19, -0.01, -0.05], [0.33, 0.44, 0.02]], "e_lumo_ev": [0.44, 0.82], "relative_energy_kcal_mol": 133.0, "multiplicity": 1, "orbital_gap_ev": [7.606, 8.100]}


> Which value of multiplicity does entry 1 give?

1